The following is a quantum chemistry calculation of the ion C29H62N3 with charge +1, from OMol25.

Each atom is followed by the atoms it is bonded to, with distances in Å.
Cartesian coordinates (Å):
1 C -4.871 4.691 -0.457  C2 1.525, H33 1.086, H34 1.085, H35 1.082
2 C -4.808 4.609 1.064  C1 1.525, C3 1.537, H36 1.083, H37 1.084
3 C -4.990 3.205 1.661  C2 1.537, C4 1.528, H38 1.085, H39 1.089
4 C -4.275 2.083 0.910  C3 1.528, C5 1.550, H40 1.082, H41 1.086
5 C -2.737 2.238 1.033  C4 1.550, C6 1.546, H42 1.081, H43 1.085
6 C -2.011 2.299 -0.330  C5 1.546, C7 1.540, H44 1.080, H45 1.085
7 C -1.137 3.560 -0.467  C6 1.540, C8 1.544, H46 1.082, H47 1.088
8 C -1.029 4.025 -1.935  C7 1.544, C9 1.537, H48 1.085, H49 1.085
9 C 0.393 3.923 -2.509  C8 1.537, C10 1.549, H50 1.082, H51 1.085
10 C 0.782 2.437 -2.707  C9 1.549, C11 1.545, H52 1.083, H53 1.082
11 C 0.652 1.992 -4.181  C10 1.545, C12 1.531, H54 1.080, H55 1.087
12 C -0.639 1.194 -4.383  C11 1.531, C13 1.540, H56 1.084, H57 1.085
13 C -0.427 -0.331 -4.448  C12 1.540, C14 1.555, H58 1.084, H59 1.083
14 C -1.040 -1.104 -3.248  C13 1.555, C15 1.534, H60 1.085, H61 1.081
15 C -0.182 -2.334 -2.923  C14 1.534, N16 1.510, H62 1.085, H63 1.082
16 N 0.407 -2.389 -1.534  C15 1.510, C17 1.504, C23 1.520, H64 1.022
17 C 1.385 -1.284 -1.241  N16 1.504, C18 1.536, C20 1.556, H65 1.079
18 C 1.283 -0.917 0.247  C17 1.536, N19 1.444, H66 1.093, H67 1.091
19 N 2.034 0.285 0.521  C18 1.444, H68 1.011, H69 1.010
20 C 2.853 -1.628 -1.626  C17 1.556, N21 1.464, H70 1.081, H71 1.084
21 N 3.105 -3.031 -1.957  C20 1.464, C22 1.479, H72 1.016
22 C 2.398 -3.813 -0.920  N21 1.479, C23 1.520, H73 1.082, H74 1.081
23 C 0.925 -3.798 -1.293  N16 1.520, C22 1.520, C24 1.529, H75 1.083
24 C 0.007 -4.610 -0.378  C23 1.529, C25 1.529, H76 1.087, H77 1.085
25 C -0.198 -4.030 1.022  C24 1.529, C26 1.532, H78 1.085, H79 1.087
26 C 0.879 -4.460 2.024  C25 1.532, C27 1.542, H80 1.085, H81 1.084
27 C 0.968 -3.554 3.268  C26 1.542, C28 1.541, H82 1.085, H83 1.084
28 C 2.404 -3.437 3.814  C27 1.541, C29 1.531, H84 1.086, H85 1.083
29 C 2.979 -2.020 3.747  C28 1.531, C30 1.532, H86 1.088, H87 1.085
30 C 2.145 -0.976 4.498  C29 1.532, C31 1.547, H88 1.083, H89 1.085
31 C 3.031 0.212 4.942  C30 1.547, C32 1.548, H90 1.083, H91 1.082
32 C 2.791 1.509 4.133  C31 1.548, H92 1.083, H93 1.082, H94 1.080
33 H -4.536 5.682 -0.751  C1 1.086
34 H -5.881 4.589 -0.839  C1 1.085
35 H -4.213 3.992 -0.958  C1 1.082
36 H -5.583 5.253 1.462  C2 1.083
37 H -3.845 5.003 1.370  C2 1.084
38 H -6.036 2.973 1.831  C3 1.085
39 H -4.526 3.231 2.646  C3 1.089
40 H -4.577 2.050 -0.128  C4 1.082
41 H -4.576 1.141 1.360  C4 1.086
42 H -2.564 3.155 1.580  C5 1.081
43 H -2.336 1.450 1.662  C5 1.085
44 H -1.398 1.418 -0.451  C6 1.080
45 H -2.746 2.318 -1.128  C6 1.085
46 H -1.550 4.380 0.107  C7 1.082
47 H -0.157 3.329 -0.054  C7 1.088
48 H -1.687 3.381 -2.511  C8 1.085
49 H -1.387 5.047 -2.005  C8 1.085
50 H 1.099 4.407 -1.847  C9 1.082
51 H 0.380 4.471 -3.445  C9 1.085
52 H 1.774 2.254 -2.310  C10 1.083
53 H 0.060 1.833 -2.173  C10 1.082
54 H 0.673 2.829 -4.864  C11 1.080
55 H 1.525 1.396 -4.436  C11 1.087
56 H -1.387 1.483 -3.654  C12 1.084
57 H -1.037 1.503 -5.344  C12 1.085
58 H 0.642 -0.514 -4.444  C13 1.084
59 H -0.784 -0.755 -5.379  C13 1.083
60 H -1.033 -0.405 -2.418  C14 1.085
61 H -2.059 -1.379 -3.484  C14 1.081
62 H -0.823 -3.205 -2.999  C15 1.085
63 H 0.636 -2.497 -3.613  C15 1.082
64 H -0.374 -2.264 -0.888  N16 1.022
65 H 1.121 -0.373 -1.755  C17 1.079
66 H 0.231 -0.675 0.419  C18 1.093
67 H 1.503 -1.761 0.902  C18 1.091
68 H 1.568 0.853 1.215  N19 1.011
69 H 2.992 0.101 0.785  N19 1.010
70 H 3.203 -0.973 -2.412  C20 1.081
71 H 3.461 -1.380 -0.764  C20 1.084
72 H 2.599 -3.208 -2.820  N21 1.016
73 H 2.778 -4.826 -0.913  C22 1.082
74 H 2.598 -3.332 0.026  C22 1.081
75 H 0.897 -4.293 -2.256  C23 1.083
76 H -0.930 -4.819 -0.888  C24 1.087
77 H 0.497 -5.570 -0.251  C24 1.085
78 H -1.127 -4.444 1.400  C25 1.085
79 H -0.361 -2.955 1.026  C25 1.087
80 H 1.853 -4.595 1.567  C26 1.085
81 H 0.575 -5.444 2.362  C26 1.084
82 H 0.506 -2.596 3.056  C27 1.085
83 H 0.375 -4.028 4.042  C27 1.084
84 H 3.082 -4.117 3.307  C28 1.086
85 H 2.401 -3.717 4.861  C28 1.083
86 H 3.131 -1.722 2.712  C29 1.088
87 H 3.946 -2.063 4.237  C29 1.085
88 H 1.370 -0.580 3.854  C30 1.083
89 H 1.730 -1.441 5.386  C30 1.085
90 H 4.075 -0.044 4.813  C31 1.083
91 H 2.905 0.432 5.995  C31 1.082
92 H 3.560 1.588 3.373  C32 1.083
93 H 2.881 2.354 4.803  C32 1.082
94 H 1.812 1.533 3.678  C32 1.080

Properties
Charge = +1
LUMO energy = -2.24 eV
Energy = -35542.20344 eV
Frontier orbital gap = 10.2 eV

Results of the Mulliken charge analysis, in e, for atoms 1 through 8: number 1, C, carries -1.01; number 2, C, carries -0.34; number 3, C, carries -1.05; number 4, C, carries -0.87; number 5, C, carries -0.89; number 6, C, carries 0.34; number 7, C, carries -0.57; number 8, C, carries -0.99

=====

The following is a quantum chemistry calculation of a cluster of 8 separate species, C29H63F4N11O10 in total, from OMol25.

Each atom is followed by the atoms it is bonded to, with distances in Å.
Cartesian coordinates (Å):
1 H -5.396 -3.386 0.336  N2 1.021
2 N -4.539 -3.052 -0.107  H1 1.021, C3 1.267
3 C -3.557 -3.208 0.678  N2 1.267, N4 1.394, N5 1.412
4 N -3.698 -3.768 1.946  C3 1.394, H21 1.010, H22 1.014
5 N -2.269 -2.803 0.266  C3 1.412, C6 1.501, H23 1.012
6 C -1.678 -4.000 -0.419  N5 1.501, C7 1.544, H24 1.099, H25 1.099
7 C -0.140 -3.969 -0.290  C6 1.544, C8 1.546, H26 1.100, H27 1.100
8 C 0.411 -4.685 0.965  C7 1.546, C9 1.544, H28 1.097, H29 1.100
9 C 0.341 -3.764 2.202  C8 1.544, O10 1.441, H30 1.099, H31 1.103
10 O 1.667 -3.239 2.411  C9 1.441, C11 1.354
11 C 1.638 -2.120 3.173  O10 1.354, O12 1.168, N13 1.419
12 O 1.771 -2.191 4.332  C11 1.168
13 N 1.496 -0.892 2.476  C11 1.419, F14 1.400, C15 1.464
14 F 1.079 -1.171 1.169  N13 1.400
15 C 0.465 -0.056 3.093  N13 1.464, O16 1.423, H32 1.100, H33 1.092
16 O 0.786 1.329 3.022  C15 1.423, C17 1.338
17 C 0.210 1.953 1.987  O16 1.338, F18 1.335, F19 1.314, F20 1.314
18 F 0.510 3.248 2.112  C17 1.335
19 F -1.102 1.890 1.997  C17 1.314
20 F 0.677 1.582 0.816  C17 1.314
21 H -4.428 -4.465 1.983  N4 1.010
22 H -2.821 -4.108 2.322  N4 1.014
23 H -2.331 -2.024 -0.377  N5 1.012
24 H -1.965 -4.077 -1.477  C6 1.099
25 H -2.031 -4.916 0.075  C6 1.099
26 H 0.209 -2.926 -0.263  C7 1.100
27 H 0.260 -4.430 -1.205  C7 1.100
28 H -0.078 -5.649 1.157  C8 1.097
29 H 1.466 -4.905 0.748  C8 1.100
30 H -0.082 -4.290 3.069  C9 1.099
31 H -0.328 -2.925 1.948  C9 1.103
32 H -0.496 -0.319 2.628  C15 1.100
33 H 0.376 -0.306 4.153  C15 1.092
34 C -2.894 -4.614 6.817  N35 1.450, H39 1.092, H40 1.092, H41 1.088
35 N -2.636 -5.571 5.758  C34 1.450, C36 1.454, C37 1.344
36 C -2.688 -6.992 6.060  N35 1.454, H42 1.091, H43 1.091, H44 1.087
37 C -2.350 -5.188 4.502  N35 1.344, O38 1.220, H45 1.104
38 O -2.123 -5.939 3.568  C37 1.220
39 H -2.164 -4.751 7.617  C34 1.092
40 H -3.898 -4.773 7.215  C34 1.092
41 H -2.820 -3.596 6.439  C34 1.088
42 H -1.723 -7.447 5.838  C36 1.091
43 H -3.446 -7.469 5.438  C36 1.091
44 H -2.930 -7.142 7.110  C36 1.087
45 H -2.333 -4.091 4.381  C37 1.104
46 C -1.561 -0.480 -5.203  N47 1.450, H51 1.092, H52 1.094, H53 1.087
47 N -1.552 -1.583 -4.260  C46 1.450, C48 1.449, C49 1.346
48 C -1.517 -1.294 -2.841  N47 1.449, H54 1.093, H55 1.093, H56 1.088
49 C -1.573 -2.867 -4.661  N47 1.346, O50 1.221, H57 1.102
50 O -1.564 -3.838 -3.921  C49 1.221
51 H -0.660 0.120 -5.063  C46 1.092
52 H -2.444 0.141 -5.023  C46 1.094
53 H -1.586 -0.850 -6.224  C46 1.087
54 H -0.624 -1.746 -2.403  C48 1.093
55 H -2.398 -1.730 -2.364  C48 1.093
56 H -1.502 -0.219 -2.674  C48 1.088
57 H -1.597 -2.973 -5.758  C49 1.102
58 C -2.380 -2.302 -10.714  N59 1.449, H63 1.092, H64 1.092, H65 1.088
59 N -1.637 -1.657 -9.650  C58 1.449, C60 1.453, C61 1.350
60 C -1.778 -0.224 -9.457  N59 1.453, H66 1.091, H67 1.091, H68 1.088
61 C -0.815 -2.345 -8.828  N59 1.350, O62 1.216, H69 1.104
62 O -0.168 -1.858 -7.921  C61 1.216
63 H -2.094 -1.867 -11.674  C58 1.092
64 H -3.450 -2.151 -10.556  C58 1.092
65 H -2.172 -3.370 -10.733  C58 1.088
66 H -0.804 0.256 -9.563  C60 1.091
67 H -2.152 -0.025 -8.452  C60 1.091
68 H -2.469 0.186 -10.191  C60 1.088
69 H -0.778 -3.424 -9.058  C61 1.104
70 C 3.363 0.521 -1.420  N71 1.454, H75 1.090, H76 1.093, H77 1.089
71 N 2.569 0.481 -2.637  C70 1.454, C72 1.451, C73 1.349
72 C 3.224 0.700 -3.914  N71 1.451, H78 1.091, H79 1.091, H80 1.088
73 C 1.241 0.246 -2.624  N71 1.349, O74 1.219, H81 1.104
74 O 0.527 0.201 -3.611  C73 1.219
75 H 3.833 1.501 -1.326  C70 1.090
76 H 4.136 -0.249 -1.471  C70 1.093
77 H 2.740 0.342 -0.545  C70 1.089
78 H 2.778 1.563 -4.410  C72 1.091
79 H 3.083 -0.175 -4.552  C72 1.091
80 H 4.287 0.874 -3.763  C72 1.088
81 H 0.837 0.093 -1.608  C73 1.104
82 C 2.006 7.525 1.287  N83 1.448, H87 1.093, H88 1.093, H89 1.089
83 N 2.191 6.549 0.234  C82 1.448, C84 1.455, C85 1.350
84 C 2.174 5.134 0.573  N83 1.455, H90 1.092, H91 1.090, H92 1.086
85 C 2.379 6.908 -1.054  N83 1.350, O86 1.214, H93 1.105
86 O 2.540 6.137 -1.978  C85 1.214
87 H 2.795 7.412 2.033  C82 1.093
88 H 1.036 7.369 1.764  C82 1.093
89 H 2.043 8.536 0.883  C82 1.089
90 H 3.124 4.681 0.283  C84 1.092
91 H 1.374 4.639 0.021  C84 1.090
92 H 2.017 5.003 1.639  C84 1.086
93 H 2.374 8.003 -1.202  C85 1.105
94 C -3.648 5.808 4.887  N95 1.449, H99 1.092, H100 1.092, H101 1.089
95 N -3.771 4.456 4.382  C94 1.449, C96 1.453, C97 1.350
96 C -2.811 3.977 3.402  N95 1.453, H102 1.091, H103 1.089, H104 1.088
97 C -4.751 3.622 4.791  N95 1.350, O98 1.215, H105 1.104
98 O -4.901 2.480 4.404  C97 1.215
99 H -3.725 6.517 4.059  C94 1.092
100 H -2.677 5.930 5.373  C94 1.092
101 H -4.434 6.021 5.610  C94 1.089
102 H -3.337 3.686 2.492  C96 1.091
103 H -2.296 3.103 3.798  C96 1.089
104 H -2.086 4.756 3.172  C96 1.088
105 H -5.426 4.080 5.535  C97 1.104
106 C 7.896 4.234 2.121  N107 1.450, H111 1.092, H112 1.092, H113 1.088
107 N 6.636 3.539 1.940  C106 1.450, C108 1.453, C109 1.348
108 C 5.825 3.232 3.106  N107 1.453, H114 1.091, H115 1.091, H116 1.088
109 C 6.189 3.165 0.725  N107 1.348, O110 1.216, H117 1.103
110 O 5.143 2.581 0.517  C109 1.216
111 H 8.551 3.641 2.763  C106 1.092
112 H 7.714 5.203 2.590  C106 1.092
113 H 8.387 4.391 1.162  C106 1.088
114 H 5.679 2.154 3.176  C108 1.091
115 H 4.847 3.706 3.004  C108 1.091
116 H 6.313 3.594 4.008  C108 1.088
117 H 6.875 3.442 -0.094  C109 1.103

Properties
ΔE to the lowest compared entry with this formula, charge and spin = 0.000 eV
LUMO energy = 0.35 eV
Structure (SMILES) = [H]/N=C(\N)NCCCCOC(=O)N(F)COC(F)(F)F.CN(C)C=O.CN(C)C=O.CN(C)C=O.CN(C)C=O.CN(C)C=O.CN(C)C=O.CN(C)C=O
Energy = -78828.94281 eV
Frontier orbital gap = 8.5 eV

Results of the Mulliken charge analysis, in e, for atoms 1 through 8: number 1, H, carries 0.18; number 2, N, carries -0.72; number 3, C, carries 0.19; number 4, N, carries -0.44; number 5, N, carries 0.01; number 6, C, carries -0.81; number 7, C, carries -0.06; number 8, C, carries -1.17